Entry 1:
ORCA calculation (the ωB97M-V functional and the def2-TZVPD basis) on C25H24N2O6 in the gas phase in a non-equilibrium geometry.

CARTESIAN COORDINATES (ANGSTROEM)
1 C -8.28 -1.26 0.22
2 H -8.51 -0.54 1.01
3 O -6.97 -1.76 0.35
4 C -5.93 -0.89 0.27
5 C -6.04 0.48 0.07
6 C -4.91 1.27 0.01
7 C -3.64 0.71 0.14
8 C -3.53 -0.67 0.34
9 C -4.66 -1.46 0.40
10 H -4.58 -2.53 0.56
11 H -2.55 -1.12 0.44
12 C -2.43 1.51 0.07
13 N -2.51 2.77 -0.09
14 O -1.42 3.58 -0.15
15 C -0.12 3.05 -0.02
16 C 0.31 2.19 -1.21
17 O -0.39 1.97 -2.17
18 N 1.58 1.72 -1.11
19 C 2.48 2.00 -0.05
20 C 3.35 3.08 -0.18
21 C 4.31 3.33 0.78
22 C 4.43 2.48 1.87
23 C 3.59 1.40 2.00
24 C 2.60 1.15 1.05
25 C 1.66 0.02 1.26
26 O 0.49 0.04 0.97
27 O 2.23 -1.03 1.86
28 H 1.59 -1.75 1.96
29 H 3.67 0.73 2.85
30 H 5.19 2.66 2.62
31 H 4.97 4.18 0.68
32 H 3.25 3.72 -1.04
33 C 2.12 0.87 -2.17
34 C 2.33 -0.53 -1.66
35 C 3.58 -0.94 -1.20
36 C 3.76 -2.19 -0.65
37 C 2.68 -3.06 -0.53
38 C 1.43 -2.66 -1.00
39 C 1.26 -1.41 -1.56
40 H 0.29 -1.09 -1.91
41 H 0.60 -3.34 -0.92
42 O 2.73 -4.30 0.02
43 C 3.97 -4.78 0.50
44 H 3.77 -5.78 0.88
45 H 4.71 -4.84 -0.31
46 H 4.36 -4.15 1.30
47 H 4.74 -2.48 -0.30
48 H 4.42 -0.26 -1.27
49 H 1.37 0.88 -2.97
50 H 3.06 1.30 -2.53
51 H 0.52 3.93 0.05
52 H -0.02 2.46 0.91
53 H -1.50 0.96 0.17
54 H -4.99 2.33 -0.14
55 H -7.01 0.94 -0.03
56 H -8.43 -0.79 -0.76
57 H -8.94 -2.12 0.30

## Properties
SMILES   COc1ccc(/C=N/OCC(=O)N(Cc2ccc(OC)cc2)c2ccccc2C(=O)O)cc1
HOMO level   -7.70 eV
Calculated total energy   -1527.96505 Eh
Energy relative to the best compared isomer or geometry (same formula, charge and spin)   3.6469 eV



Entry 2:
ORCA calculation (the ωB97M-V functional and the def2-TZVPD basis) on a molecular structure, C5H15N3 in a non-equilibrium geometry.

CARTESIAN COORDINATES (ANGSTROEM)
1 C -1.48 0.91 -0.92
2 C 1.35 -0.79 -0.69
3 C 1.73 0.03 1.56
4 C -0.21 -1.26 0.99
5 C -0.08 1.04 0.38
6 N -2.41 -0.01 -0.64
7 N -1.22 1.57 -1.98
8 N 0.69 -0.24 0.52
9 H 0.77 -0.74 -1.67
10 H 2.26 -0.31 -0.94
11 H 1.67 -1.76 -0.42
12 H 1.42 0.41 2.62
13 H 2.18 -0.92 1.75
14 H 2.53 0.63 1.04
15 H -0.74 -1.76 0.16
16 H 0.17 -2.18 1.43
17 H -1.07 -0.73 1.48
18 H -0.37 1.38 1.35
19 H 0.62 1.78 -0.05
20 H -2.29 -0.62 0.18
21 H -3.13 -0.33 -1.34
22 H -0.47 2.28 -2.13
23 H -1.93 1.60 -2.68

## Properties
Net charge   +2
HOMO level   -19.96 eV
Calculated total energy   -363.06896 Eh
Energy relative to the best compared isomer or geometry (same formula, charge and spin)   3.9500 eV



Entry 3:
ORCA calculation (the ωB97M-V functional and the def2-TZVPD basis) on 2 unconnected molecules or ions with the total composition C4H12O2 in a non-equilibrium geometry.

CARTESIAN COORDINATES (ANGSTROEM)
1 C 2.18 1.58 -0.48
2 C 0.87 1.15 0.33
3 C 0.30 -0.21 -0.09
4 C -1.23 -0.23 -0.02
5 O 0.72 -1.42 0.71
6 H 2.00 1.73 -1.52
7 H 2.88 0.76 -0.31
8 H 2.52 2.58 -0.14
9 H 1.11 1.38 1.42
10 H 0.17 1.95 0.05
11 H 0.67 -0.54 -1.12
12 H -1.61 0.27 -0.89
13 H -1.53 -1.21 0.02
14 H -1.61 0.29 0.77
15 H 1.16 -1.33 1.55
16 H -2.38 -2.86 0.08
17 H -3.19 -1.53 0.01
18 O -3.03 -2.34 -0.38

## Properties
Net charge   +1
HOMO level (alpha / beta)   -15.14 / -15.05 eV
Calculated total energy   -309.64809 Eh
Energy relative to the best compared isomer or geometry (same formula, charge and spin)   2.2075 eV
Spin multiplicity   2



Entry 4:
ORCA calculation (the ωB97M-V functional and the def2-TZVPD basis) on a molecular structure, CH27HfO16 in a non-equilibrium geometry.

CARTESIAN COORDINATES (ANGSTROEM)
1 Hf -0.58 -3.36 -0.42
2 C -0.67 -0.10 -0.09
3 O -0.50 -1.31 -0.40
4 O 0.32 0.81 -0.10
5 O -1.77 0.29 0.43
6 H 1.15 0.50 -0.36
7 O -2.82 0.50 2.78
8 H -2.25 0.40 2.04
9 H -3.13 -0.39 2.82
10 O -0.91 -2.82 -2.43
11 H -0.61 -2.01 -2.86
12 H -1.57 -3.29 -3.02
13 O 1.36 3.99 0.50
14 H 1.77 3.10 0.62
15 H 1.62 4.16 -0.42
16 O -1.30 3.28 -1.34
17 H -0.64 2.78 -1.87
18 H -1.30 2.89 -0.45
19 O 2.70 0.48 -1.45
20 H 2.53 0.63 -2.36
21 H 3.38 -0.18 -1.28
22 O 1.23 -2.91 0.64
23 H 1.60 -2.00 0.88
24 H 1.87 -3.56 0.96
25 O -1.06 -2.51 1.88
26 H -1.69 -2.65 2.59
27 H -0.88 -1.56 2.00
28 O -4.25 1.23 -0.18
29 H -3.36 0.94 0.08
30 H -3.94 1.97 -0.71
31 O -1.12 2.85 1.39
32 H -0.39 3.44 1.29
33 H -0.71 2.04 0.98
34 O 2.48 -0.70 1.27
35 H 2.77 0.15 1.06
36 H 3.07 -1.00 1.94
37 O 1.62 -2.04 -1.99
38 H 1.70 -2.04 -2.97
39 H 2.00 -1.18 -1.90
40 O -2.66 -2.75 -0.19
41 H -3.05 -2.41 0.66
42 H -3.05 -2.11 -0.78
43 O 3.50 2.12 0.56
44 H 3.23 1.83 -0.34
45 H 4.34 2.55 0.52

## Properties
Net charge   +3
HOMO level   -17.52 eV
Calculated total energy   -1305.00326 Eh
Energy relative to the best compared isomer or geometry (same formula, charge and spin)   6.0884 eV